# CH2FIO

A 2-piece molecular cluster, CH2FIO overall (wB97M-V/def2-TZVPD, the Open Molecules 2025 dataset).

Geometry as XYZ:
```
6
Properties=species:S:1:pos:R:3:nbo_charge:R:1
C 0.53318 -0.63837 -0.45444 0.06
O -1.60885 0.80402 0.20962 -0.54
F 0.30900 -1.42728 0.60001 -0.32
I 2.28252 0.44332 -0.41439 0.16
H -0.26512 -0.19154 -1.05731 0.22
H -1.25074 1.00983 1.11652 0.43
```

Values from the calculation:
HOMO (spin up / spin down)   -10.5 / -8.5 eV
LUMO energy (spin up / spin down)   -0.46 / -1.96 eV
Relative energy (zero: lowest compared OMol25 entry of this formula, charge and spin)   95.6 kcal per mole
Net charge   0
Spin multiplicity   1
Orbital gap (spin up / spin down)   0.3671 / 0.2420 Eh

# CH2FIO

CH2FIO as an isolated structure (wB97M-V/def2-TZVPD, the Open Molecules 2025 dataset).

Geometry as XYZ:
```
6
Properties=species:S:1:pos:R:3:nbo_charge:R:1
C -0.73597 -0.56293 0.34874 0.33
O 0.46971 0.64477 -0.36067 -0.87
F -0.33600 -1.65235 -0.32488 -0.31
I -2.64182 0.12032 -0.03994 0.20
H -0.32522 -0.33169 1.24605 0.18
H 0.71898 0.59380 -1.33710 0.47
```

Values from the calculation:
HOMO   -10.0 eV
LUMO energy   0.15 eV
Relative energy (zero: lowest compared OMol25 entry of this formula, charge and spin)   47.3 kcal per mole
Net charge   0
Spin multiplicity   1
Orbital gap   0.3724 Eh

# CH2FLiOPm

CH2FLiOPm as an isolated structure (wB97M-V/def2-TZVPD, the Open Molecules 2025 dataset).

Geometry as XYZ:
```
7
Properties=species:S:1:pos:R:3:mulliken_spin:R:1
C -0.67019 -1.19018 -0.42163 0.90
O 0.56871 1.40768 1.03749 -0.16
Li -0.39272 2.56542 1.85145 0.00
Pm 1.85305 1.13882 -0.72301 4.17
F 0.53947 -0.85635 -1.21904 0.01
H -1.47346 -1.49009 -1.09135 0.03
H -0.42485 -1.57530 0.56610 0.04
```

Values from the calculation:
<S²>   8.8040
HOMO (spin up / spin down)   -17.4 / -18.8 eV
LUMO energy (spin up / spin down)   -10.91 / -9.62 eV
Relative energy (zero: lowest compared OMol25 entry of this formula, charge and spin)   0.0 kcal per mole
Net charge   +2
Spin multiplicity   6
Orbital gap (spin up / spin down)   0.2369 / 0.3383 Eh

Number 2 is which compound?
CH2FIO

The highest relative energy (zero: lowest compared OMol25 entry of this formula, charge and spin) belongs to which entry?
number 1

Number 1 is which compound?
CH2FIO

Repeat the second record exactly.
# CH2FIO

CH2FIO as an isolated structure (wB97M-V/def2-TZVPD, the Open Molecules 2025 dataset).

Geometry as XYZ:
```
6
Properties=species:S:1:pos:R:3:nbo_charge:R:1
C -0.73597 -0.56293 0.34874 0.33
O 0.46971 0.64477 -0.36067 -0.87
F -0.33600 -1.65235 -0.32488 -0.31
I -2.64182 0.12032 -0.03994 0.20
H -0.32522 -0.33169 1.24605 0.18
H 0.71898 0.59380 -1.33710 0.47
```

Values from the calculation:
HOMO   -10.0 eV
LUMO energy   0.15 eV
Relative energy (zero: lowest compared OMol25 entry of this formula, charge and spin)   47.3 kcal per mole
Net charge   0
Spin multiplicity   1
Orbital gap   0.3724 Eh